Below is a 11-piece molecular cluster, C51H60N6O19 overall, with properties calculated with ωB97M-V/def2-TZVPD.

```
136
Properties=species:S:1:pos:R:3:forces:R:3
O -7.780 -1.472 -4.506 0.12 -0.30 -0.57
C -8.484 -1.468 -3.342 0.35 1.09 -0.16
C -8.528 -2.627 -2.606 -0.02 -0.58 -0.22
C -9.072 -2.611 -1.357 -1.19 1.63 1.44
C -9.661 -1.420 -0.822 -0.90 0.08 -1.31
O -10.287 -1.425 0.412 0.21 1.01 -0.23
C -9.774 -0.243 -1.657 1.93 -2.13 -0.17
C -9.046 -0.286 -2.886 -1.07 -0.31 1.65
H -7.989 -0.666 -4.983 0.08 0.05 -0.14
H -8.189 -3.564 -3.022 0.29 0.08 -0.11
H -9.130 -3.509 -0.760 0.09 -0.11 0.06
H -10.552 -2.272 0.777 0.33 -0.30 -0.54
H -10.256 0.693 -1.416 -0.11 -0.24 0.56
H -8.936 0.631 -3.446 -0.10 0.03 -0.25
O -2.622 -6.338 -6.705 -1.88 0.08 -2.71
C -1.858 -6.877 -5.770 -0.86 -1.78 0.59
C -1.016 -6.068 -5.089 0.72 -0.62 -0.05
C -0.176 -6.640 -4.152 -0.32 -1.52 0.49
C -0.311 -8.044 -3.846 -0.36 0.14 -1.26
O 0.543 -8.701 -2.990 -0.09 0.97 -0.07
C -1.213 -8.897 -4.564 0.78 2.76 0.18
C -1.968 -8.272 -5.558 0.71 -0.24 0.66
H -2.989 -5.460 -6.571 0.43 -0.04 0.53
H -0.957 -5.091 -5.547 0.41 0.46 0.75
H 0.559 -5.962 -3.745 0.34 -0.46 0.58
H 1.177 -8.009 -2.789 0.53 -0.28 0.58
H -1.252 -9.955 -4.354 0.06 0.03 -0.04
H -2.543 -8.942 -6.181 -0.47 0.50 -0.22
O -11.802 10.511 0.381 -1.33 0.29 0.67
C -10.701 9.864 -0.052 1.31 4.19 1.31
C -10.701 8.660 -0.602 -0.48 -2.12 -0.57
C -9.554 8.105 -1.136 1.69 0.94 -0.84
C -8.365 8.877 -1.109 0.03 0.07 0.99
O -7.089 8.467 -1.391 0.15 -0.40 -0.72
C -8.352 10.162 -0.560 -3.19 1.42 1.59
C -9.554 10.688 0.039 1.80 -2.36 -2.04
H -12.607 10.003 0.257 -0.01 -0.20 -0.05
H -11.650 8.148 -0.545 -0.04 -0.46 -0.48
H -9.601 7.231 -1.768 0.11 -0.43 0.41
H -7.015 7.557 -1.688 -0.35 -0.11 -0.06
H -7.549 10.882 -0.516 0.67 -0.72 -0.31
H -9.539 11.693 0.435 -0.37 -0.11 0.10
O 1.873 -1.896 1.963 0.85 0.36 0.08
C 0.828 -1.214 1.387 -1.07 -0.30 -0.65
C -0.427 -1.317 2.003 2.17 0.09 0.70
C -1.467 -0.591 1.523 -0.71 -1.03 0.55
C -1.323 0.034 0.326 -1.13 0.91 -0.93
O -2.409 0.638 -0.204 -1.08 0.36 -0.66
C -0.167 0.119 -0.365 2.23 -0.39 0.06
C 0.952 -0.474 0.212 0.53 0.02 0.77
H 1.782 -2.845 1.855 -0.18 0.01 -0.12
H -0.346 -1.831 2.950 -0.77 -0.18 0.14
H -2.455 -0.606 1.958 -0.02 0.03 0.33
H -3.154 0.087 0.044 -0.40 0.30 -0.09
H -0.005 0.595 -1.321 -0.59 0.29 0.07
H 1.930 -0.238 -0.181 0.15 -0.49 -0.24
O 1.364 4.546 -7.817 -0.32 1.05 1.28
C 1.797 3.658 -8.727 -2.15 0.19 1.20
C 1.187 2.435 -8.661 1.20 -1.77 -1.82
C 1.575 1.517 -9.672 -2.61 0.33 2.94
C 2.478 1.827 -10.615 1.70 0.89 0.09
O 2.936 0.839 -11.413 0.35 -1.04 -1.22
C 3.108 3.070 -10.584 -0.27 0.68 -0.45
C 2.674 4.025 -9.687 1.26 -0.31 -0.18
H 1.669 5.434 -8.017 0.12 0.04 -0.01
H 0.568 2.055 -7.862 -0.19 0.58 0.03
H 1.065 0.574 -9.542 0.46 -0.46 -0.69
H 3.883 0.763 -11.275 0.08 -0.05 -0.20
H 3.902 3.347 -11.261 0.04 -0.31 -0.27
H 3.118 4.993 -9.505 0.34 0.17 -0.70
O -6.161 7.285 5.612 -0.32 -1.18 -0.66
C -4.782 7.237 5.668 -2.15 3.52 2.35
C -4.071 8.164 6.429 1.99 -0.73 -0.74
C -2.629 8.148 6.330 -1.27 -1.14 -0.31
C -1.999 7.207 5.472 -2.93 -0.48 0.78
O -0.677 6.964 5.449 1.14 0.26 0.08
C -2.817 6.268 4.794 1.74 1.19 0.91
C -4.171 6.307 4.951 0.85 -2.54 -2.68
H -6.677 7.937 6.093 0.91 0.29 0.31
H -4.645 8.809 7.078 0.36 0.29 0.12
H -2.019 8.688 7.039 0.00 0.45 -0.11
H -0.355 7.086 6.345 0.37 0.13 0.00
H -2.290 5.489 4.263 -0.23 -0.09 -0.21
H -4.718 5.573 4.378 -0.46 0.02 0.16
O 6.390 -8.048 0.483 0.25 0.24 0.48
C 7.564 -8.508 -0.041 0.29 0.70 -0.37
C 8.414 -7.661 -0.750 -0.47 0.32 0.30
C 9.402 -8.173 -1.557 -0.14 1.26 -0.01
C 9.624 -9.502 -1.568 -0.43 -2.38 -0.39
O 10.498 -10.070 -2.435 1.13 0.17 -0.85
C 8.806 -10.352 -0.839 -0.06 -0.34 1.06
C 7.815 -9.868 -0.019 -0.70 0.68 -1.30
H 6.134 -8.754 1.080 -0.57 0.16 0.25
H 8.344 -6.588 -0.846 -0.82 0.06 0.50
H 9.821 -7.458 -2.249 0.69 -0.35 -0.01
H 10.134 -10.885 -2.788 0.02 -0.07 0.14
H 8.831 -11.431 -0.855 0.65 -0.15 -0.53
H 6.981 -10.514 0.215 0.15 -0.31 0.73
O 0.964 -0.335 8.780 1.60 -0.01 -0.81
C -0.107 -0.023 9.523 -2.38 1.31 -0.12
C -0.697 1.240 9.549 0.25 0.30 0.95
C -1.764 1.488 10.425 0.51 1.23 -1.70
C -2.478 0.485 10.988 2.36 -1.85 1.34
O -3.329 0.681 12.022 -1.64 0.48 -0.17
C -1.947 -0.803 10.892 0.22 -0.21 -0.29
C -0.775 -1.021 10.191 -0.24 -0.86 0.07
H 0.683 -0.656 7.920 0.03 -0.04 -0.09
H -0.314 2.130 9.073 0.53 -0.25 -0.27
H -1.986 2.531 10.594 -0.42 0.06 0.09
H -4.077 1.111 11.600 -0.57 0.32 0.61
H -2.423 -1.595 11.451 -0.04 -0.11 -0.04
H -0.321 -1.991 10.051 -0.21 -0.37 0.43
N 7.988 -3.251 7.201 -0.99 -3.23 0.14
C 9.022 -2.453 7.096 3.08 -0.63 1.64
N 8.538 -1.229 7.013 1.33 4.09 -1.02
O 10.244 -2.721 7.243 -2.63 0.23 -0.87
H 7.103 -2.841 6.937 0.06 -1.16 0.10
H 8.215 -4.233 7.275 -0.80 0.04 -0.08
H 7.565 -0.976 6.915 0.45 -0.15 -0.16
H 9.252 -0.652 6.590 -0.50 0.81 0.23
N 8.882 -2.158 -6.590 2.99 0.74 -2.59
C 7.938 -2.436 -5.774 -2.82 1.01 3.09
N 7.449 -3.677 -5.913 -1.36 -1.03 0.71
O 7.523 -1.620 -4.942 0.16 -0.91 0.11
H 9.403 -1.332 -6.332 0.05 -0.07 -1.08
H 8.817 -2.691 -7.446 1.23 0.80 -0.17
H 6.684 -3.830 -5.271 -0.06 -0.56 -0.55
H 7.661 -4.274 -6.699 -0.21 0.02 0.50
N 7.620 2.756 0.521 -4.62 -1.73 -4.31
C 8.604 3.115 1.272 -3.29 1.17 -0.66
N 8.244 4.108 2.027 0.62 4.16 4.70
O 9.616 2.579 1.232 7.18 -3.12 0.74
H 6.903 3.437 0.319 -0.04 -0.34 0.00
H 7.823 2.129 -0.245 0.05 0.10 0.14
H 7.361 4.585 2.137 0.05 -0.69 -0.49
H 8.821 4.176 2.854 0.05 0.45 -0.12
```
Forces are in eV/Å.

SMILES = Oc1ccc(O)cc1.Oc1ccc(O)cc1.Oc1ccc(O)cc1.Oc1ccc(O)cc1.Oc1ccc(O)cc1.Oc1ccc(O)cc1.Oc1ccc(O)cc1.Oc1ccc(O)cc1.NC(N)=O.NC(N)=O.NC(N)=O
LUMO = 0.17 eV